1.
# C2H6CsO

A molecular structure, C2H6CsO (ωB97M-V/def2-TZVPD, the Open Molecules 2025 dataset).

Structure (XYZ):
```
10
Properties=species:S:1:pos:R:3:forces:R:3:lowdin_charge:R:1
Cs 13.012 -11.767 -19.227 -0.1689 -0.1775 0.0305 1.014
C 13.941 -14.845 -17.211 0.0685 -0.9665 0.2917 -0.102
C 13.004 -15.747 -18.059 1.1133 1.1853 1.7944 -0.285
O 11.812 -15.003 -18.279 -0.0818 -0.1391 -0.6462 -0.120
H 14.358 -13.948 -17.669 -0.1162 -0.0424 -0.3241 0.003
H 14.788 -15.448 -16.883 0.2338 0.0547 -0.1305 0.081
H 13.437 -14.570 -16.284 -0.1633 0.1810 -0.1067 0.081
H 12.803 -16.581 -17.386 -0.0865 -0.3059 -0.4028 0.120
H 13.537 -16.096 -18.943 -0.5499 0.0645 -0.3215 0.115
H 11.108 -15.485 -17.840 -0.2491 0.1458 -0.1849 0.093
```
Positions in Å, forces in eV/Å.

Results
ΔE to the lowest compared entry with this formula, charge and spin = 9.3 kcal per mole
E_HOMO = -14.02 eV
Charge = +1
LUMO energy = -3.73 eV



2.
# C5H11NOS

2 unconnected molecules or ions with the total composition C5H11NOS (ωB97M-V/def2-TZVPD, the Open Molecules 2025 dataset).

Structure (XYZ):
```
19
Properties=species:S:1:pos:R:3:forces:R:3:lowdin_charge:R:1
C -1.211 0.190 0.735 -1.7741 -0.4609 -0.2049 -0.069
C 0.161 0.770 0.420 -0.1450 0.6074 0.8768 -0.636
C 1.078 0.303 1.536 0.6238 -2.4948 -0.2283 -0.073
C 0.274 2.322 0.269 -2.3034 -0.5354 3.6039 -0.019
N 0.630 0.062 -0.740 0.3467 0.4045 -0.6652 0.169
C 0.840 -0.051 -1.906 -0.8054 0.1418 2.4562 -0.331
O 1.033 -0.345 -3.002 0.5582 -0.2839 -2.3581 0.148
H -1.076 -0.977 0.799 -0.7254 2.2248 -0.7732 0.107
H -1.561 0.445 1.759 0.3667 0.2268 -0.5663 0.078
H -2.028 0.626 0.000 1.5626 -1.4676 1.2568 0.120
H 2.107 0.530 1.290 0.4174 -0.3990 -0.5110 0.075
H 0.912 -0.864 1.599 0.7193 2.3138 0.2022 0.126
H 1.024 0.760 2.499 -1.0675 0.3322 0.7068 0.069
H -0.278 2.743 -0.515 -0.7665 0.3426 -1.3772 0.052
H -0.098 2.904 1.251 0.6382 -1.6172 -1.9587 0.137
H 1.273 2.556 0.208 2.3346 0.6216 -0.4711 0.040
S -1.448 -3.775 -1.699 -1.5157 0.8122 1.3314 0.527
H -0.866 -4.912 -1.830 0.6959 -1.5425 -0.0690 -0.262
H -0.766 -3.288 -2.673 0.8395 0.7735 -1.2512 -0.261
```
Positions in Å, forces in eV/Å.

Results
ΔE to the lowest compared entry with this formula, charge and spin = 42.3 kcal per mole
E_HOMO = -9.72 eV
Charge = 0
LUMO energy = 0.66 eV



3.
# C3H8N2O2

C3H8N2O2 in the gas phase (ωB97M-V/def2-TZVPD, the Open Molecules 2025 dataset).

Structure (XYZ):
```
15
Properties=species:S:1:pos:R:3:forces:R:3:lowdin_charge:R:1
N -1.165 1.565 0.967 -2.8067 2.3205 1.6537 0.096
C -0.849 1.415 -0.369 3.4003 2.0161 -3.4963 -0.482
O -0.327 2.198 -1.268 -2.7556 -1.9923 4.4648 -0.025
C -0.767 -0.053 -0.703 -0.7443 -3.0880 -1.1068 -0.181
N 0.137 -0.834 0.136 -1.2318 0.7562 2.1156 -0.091
C 1.588 -0.744 0.338 -2.6063 -0.4628 -1.9965 -0.242
O 1.963 -1.904 -0.350 3.0683 -1.1093 1.0833 -0.057
H -1.497 2.534 1.495 1.4302 -3.2164 -2.4711 0.191
H -1.781 0.760 1.289 1.3175 1.5321 -0.4141 0.114
H -1.858 -0.549 -0.722 2.3345 0.9279 0.4395 0.162
H -0.344 -0.392 -1.686 -0.9563 1.9848 0.0191 0.125
H -0.294 -1.416 0.814 -0.3604 -0.2770 0.5421 0.093
H 1.927 0.096 -0.240 0.4506 0.9019 0.4009 0.117
H 1.887 -0.780 1.385 0.0864 0.0613 -0.2222 0.124
H 1.380 -1.896 -1.086 -0.6263 -0.3549 -1.0119 0.056
```
Positions in Å, forces in eV/Å.

Results
ΔE to the lowest compared entry with this formula, charge and spin = 75.5 kcal per mole
E_HOMO = -8.71 eV
Charge = 0
LUMO energy = 0.49 eV



4.
# C19H23BrF2N3O9S

3 unconnected molecules or ions with the total composition C19H23BrF2N3O9S (ωB97M-V/def2-TZVPD, the Open Molecules 2025 dataset).

Structure (XYZ):
```
58
Properties=species:S:1:pos:R:3:forces:R:3:lowdin_charge:R:1
C 4.296 1.343 0.411 0.0819 -0.0287 0.2425 -0.056
C 2.950 1.745 0.945 0.3779 -0.1255 0.3717 -0.177
O 2.105 2.385 -0.088 -0.3105 -0.2910 -0.0439 -0.057
N 0.913 1.734 -0.237 0.1513 -0.0048 0.0895 -0.025
C 0.761 0.912 -1.278 0.3147 -0.0543 -0.7757 -0.554
Br 2.139 0.664 -2.503 0.0106 -0.0321 0.3792 1.071
C -0.445 0.252 -1.468 0.0537 0.2617 0.2493 0.013
C -1.474 0.422 -0.574 0.2141 0.3447 0.2490 0.007
C -2.752 -0.328 -0.894 -0.3826 0.0237 -0.3673 -0.441
O -2.810 -0.920 -1.922 0.1915 -0.4488 -0.2549 0.187
O -3.778 -0.341 -0.028 -0.1079 0.2022 -0.0697 0.119
C -1.286 1.292 0.522 -0.6283 0.2676 0.2492 -0.100
N -2.329 1.493 1.476 0.9041 -0.6361 0.0977 0.106
C -2.357 0.584 2.325 -0.2125 0.5209 -0.2688 -0.741
S -2.394 -0.553 3.340 -0.1544 -0.2696 0.3880 1.000
C -0.089 1.969 0.669 0.5902 -0.0533 -0.0293 -0.076
N 0.266 2.920 1.665 -1.3351 0.0721 -0.1240 0.148
C 0.049 2.506 3.018 0.9029 -0.1793 0.0801 -0.504
O 0.803 1.821 3.595 0.4114 -0.8547 0.1902 0.233
F -1.017 2.994 3.591 -0.5577 0.7567 -0.0811 0.198
C -0.275 4.230 1.364 -0.0354 -0.0903 -0.1139 -0.473
O -1.366 4.466 1.018 -0.6615 -0.0248 -0.4184 0.253
F 0.645 5.142 1.507 0.6075 0.2621 0.3488 0.211
H 4.807 0.855 1.240 0.0669 -0.0517 0.1276 0.096
H 4.237 0.613 -0.387 -0.0067 0.0461 -0.2655 0.052
H 4.911 2.191 0.140 -0.0156 0.1579 -0.2902 0.089
H 3.039 2.462 1.753 -0.0543 0.2468 0.0030 0.122
H 2.458 0.872 1.363 -0.4338 -0.0537 -0.1904 0.129
H -0.547 -0.380 -2.333 -0.1530 -0.1422 -0.0441 0.133
H -4.061 0.559 0.192 0.1675 -0.0002 0.3647 0.129
O -3.780 -3.146 4.614 0.0789 0.1861 -0.0544 0.053
C -4.969 -3.110 4.431 -0.0823 -0.2375 -0.1739 -0.538
O -5.786 -3.329 5.468 0.0953 0.1399 0.2381 0.009
C -7.205 -3.143 5.412 -0.2763 -0.1003 -0.0702 -0.228
C -7.915 -4.368 4.874 0.1308 -0.0757 -0.0905 -0.060
C -5.555 -2.910 3.051 -0.0802 0.4179 0.0618 0.015
H -7.454 -2.239 4.854 0.0461 -0.0212 -0.0516 0.113
H -7.507 -2.966 6.443 0.1291 0.0017 0.0443 0.125
H -7.622 -4.586 3.847 -0.0504 0.0542 -0.0282 0.068
H -8.995 -4.223 4.900 -0.0019 0.0128 0.0205 0.085
H -7.664 -5.241 5.475 -0.0360 0.0245 0.0554 0.087
H -5.576 -3.871 2.539 -0.0027 -0.0189 0.0024 0.102
H -4.908 -2.232 2.498 0.1185 -0.1415 -0.0271 0.059
H -6.553 -2.480 3.048 -0.0495 -0.1509 0.0098 0.073
O 4.748 -0.136 -3.265 -0.1356 0.1286 -0.0012 -0.026
C 5.319 0.213 -4.272 0.3678 -0.1460 -0.0244 -0.533
O 4.772 -0.091 -5.450 -0.3550 0.0871 0.0171 0.006
C 5.260 0.412 -6.705 0.2124 -0.0029 -0.2798 -0.221
C 6.387 -0.437 -7.252 0.0527 -0.0932 0.1705 -0.058
C 6.659 0.901 -4.219 -0.1452 0.3762 -0.0282 0.024
H 5.534 1.463 -6.616 0.0349 -0.0186 0.0810 0.115
H 4.406 0.368 -7.377 -0.0909 -0.0467 0.1095 0.125
H 7.255 -0.430 -6.592 0.0270 0.0742 -0.0304 0.071
H 6.697 -0.070 -8.230 -0.0220 0.0114 -0.0096 0.087
H 6.065 -1.472 -7.352 -0.0426 0.0169 -0.0578 0.087
H 7.437 0.145 -4.124 0.0050 -0.0194 -0.0086 0.104
H 6.680 1.540 -3.339 0.0196 -0.1477 0.1021 0.091
H 6.871 1.528 -5.081 0.0555 -0.1327 -0.0701 0.075
```
Positions in Å, forces in eV/Å.

Results
E_HOMO = -12.17 eV
Charge = +1
LUMO energy = -4.93 eV



5.
# CH4N2O3

CH4N2O3 in the gas phase (ωB97M-V/def2-TZVPD, the Open Molecules 2025 dataset).

Structure (XYZ):
```
10
Properties=species:S:1:pos:R:3:forces:R:3:lowdin_charge:R:1
O -0.699 1.136 -0.459 2.1721 -0.6852 1.3544 0.045
C -0.032 0.205 0.030 -3.0183 -2.9966 -3.8317 -0.500
N 0.018 -1.094 -0.742 -0.0450 1.5112 0.8162 -0.007
O -0.857 -1.046 -1.885 0.7896 0.4205 0.7195 -0.072
N 0.697 0.207 1.125 0.9381 -0.1006 2.6695 0.003
O 0.676 1.479 1.751 -1.6158 0.8011 -2.4992 -0.058
H -0.146 -1.979 -0.214 -0.1043 1.2430 -0.7566 0.138
H -0.488 -0.288 -2.401 -0.3839 -0.8241 0.5551 0.108
H 0.709 -0.574 1.838 -0.0480 1.3268 -1.5359 0.192
H 0.121 1.954 0.957 1.3157 -0.6960 2.5088 0.152
```
Positions in Å, forces in eV/Å.

Results
ΔE to the lowest compared entry with this formula, charge and spin = 36.5 kcal per mole
E_HOMO = -9.47 eV
Charge = 0
LUMO energy = 0.55 eV



6.
# C12H27AsCoNO7P2Si2

A molecular structure, C12H27AsCoNO7P2Si2 (ωB97M-V/def2-TZVPD, the Open Molecules 2025 dataset).

Structure (XYZ):
```
53
Properties=species:S:1:pos:R:3:forces:R:3:lowdin_charge:R:1
Co -0.031 0.275 0.213 -0.2932 -0.3339 0.2205 0.380
O 1.405 -2.879 -1.770 -0.0231 0.0637 -0.0564 -0.107
P 1.360 -2.074 -0.417 -0.1613 0.1181 -0.0521 0.223
O 2.241 -2.579 0.634 0.0312 -0.0298 -0.0043 -0.254
O 1.394 -0.556 -0.742 0.0044 -0.2228 0.0957 -0.383
O -0.223 -2.262 0.090 -0.0361 -0.0642 -0.0479 -0.318
P -1.503 -1.799 -0.833 0.2553 -0.0178 -0.1420 0.205
O -2.645 -2.840 -0.459 0.0288 0.0044 0.1909 -0.092
O -1.145 -1.913 -2.258 -0.1088 -0.0159 0.0226 -0.266
O -1.848 -0.432 -0.229 0.1645 -0.1579 -0.0653 -0.378
H 0.631 -2.618 -2.320 0.0192 -0.0282 0.0545 0.057
H -2.917 -2.788 0.465 -0.0218 0.0365 -0.1009 0.083
N 0.145 -0.119 2.268 0.1893 -0.0691 0.0364 0.052
C 1.474 -0.016 2.862 -0.1133 0.0239 -0.0474 -0.285
C 1.811 -0.786 3.963 0.0453 -0.0275 0.0197 -0.027
C 3.081 -0.681 4.511 -0.0055 0.0128 -0.0134 -0.070
C 4.005 0.199 3.965 -0.0225 -0.0049 0.0000 -0.080
C 3.660 0.967 2.864 0.0106 -0.0123 0.0077 -0.068
C 2.395 0.855 2.306 0.0397 0.0165 0.0088 -0.045
H -0.170 -1.087 2.300 0.0512 -0.0397 0.0464 0.103
H -0.514 0.428 2.814 -0.0666 -0.0105 -0.0375 0.093
H 1.091 -1.482 4.376 0.0061 -0.0004 -0.0017 0.117
H 3.350 -1.294 5.360 -0.0035 0.0008 -0.0028 0.106
H 4.998 0.275 4.389 -0.0091 -0.0033 0.0020 0.104
H 4.382 1.639 2.420 0.0009 -0.0024 0.0035 0.105
H 2.138 1.423 1.420 -0.0076 0.0022 0.0082 0.061
C -0.213 5.288 2.054 0.1121 0.1271 0.0915 -0.221
Si -1.379 4.034 1.336 0.0256 -0.1507 -0.0955 0.230
C -2.738 4.831 0.359 -0.1442 0.0710 -0.1212 -0.218
C -2.074 2.954 2.684 -0.0756 -0.0692 0.1236 -0.230
As -0.185 2.610 -0.096 0.0494 0.7260 -0.0541 0.974
Si 1.293 3.866 -1.426 -0.1226 -0.1706 -0.0194 0.236
C 1.794 2.714 -2.783 0.0474 -0.0925 -0.1370 -0.221
C 2.741 4.333 -0.362 0.1549 0.0754 0.1119 -0.212
C 0.391 5.365 -2.051 -0.0740 0.1667 -0.0486 -0.223
H -0.750 5.898 2.786 0.0442 0.0149 -0.0069 0.039
H 0.197 5.956 1.295 -0.0098 -0.0010 0.0090 0.019
H 0.619 4.800 2.567 -0.0068 0.0294 0.0079 0.033
H -3.330 5.481 1.008 -0.0121 0.0026 -0.0339 0.039
H -3.401 4.075 -0.067 -0.0135 0.0312 0.0107 0.038
H -2.342 5.433 -0.461 -0.0183 0.0074 0.0194 0.020
H -2.824 3.514 3.250 0.0203 -0.0403 0.0397 0.038
H -1.291 2.650 3.385 -0.0228 -0.0110 -0.0130 0.026
H -2.560 2.063 2.279 0.0103 0.0222 -0.0011 0.030
H 2.229 1.799 -2.375 -0.0019 0.0116 -0.0140 0.030
H 2.532 3.195 -3.431 -0.0060 -0.0478 -0.0155 0.038
H 0.936 2.426 -3.394 0.0267 0.0079 -0.0115 0.040
H 3.267 3.448 0.002 -0.0007 0.0115 -0.0177 0.027
H 2.445 4.936 0.497 0.0199 0.0123 -0.0028 0.018
H 3.442 4.917 -0.966 0.0255 -0.0061 0.0548 0.041
H -0.520 5.083 -2.582 0.0194 0.0116 -0.0074 0.035
H 1.027 5.921 -2.744 -0.0218 0.0117 0.0125 0.038
H 0.117 6.037 -1.234 0.0004 0.0101 -0.0266 0.017
```
Positions in Å, forces in eV/Å.

Results
Spin multiplicity = 5
E_HOMO (spin up / spin down) = -9.16 / -9.64 eV
Charge = 0
LUMO energy (spin up / spin down) = 0.18 / -2.28 eV



The evaluated energy for the records listed, in turn: -174.96480 -725.25747 -379.02070 -4750.84945 -375.60912 -5935.51370 Ha.
The evaluated molecular weight for the records listed, in turn: 178.97 133.22 104.11 587.37 92.05 549.32 u.